Record 1
Formula: C7H13ClO3S
Source: the Open Molecules 2025 dataset
Level of theory: the ωB97M-V functional and the def2-TZVPD basis

The SMILES is C[C@H](Cl)COC(=O)OCCCS. The relative energy (zero: lowest compared OMol25 entry of this formula, charge and spin) comes out at 62.8 kJ/mol.

```
25
C7H13ClO3S, DFT the ωB97M-V functional and the def2-TZVPD basis
C -1.84 -3.04 0.17
C -1.45 -2.37 -1.17
Cl -1.00 -3.57 -2.40
C -0.30 -1.39 -0.86
O 0.43 -1.02 -2.05
C 1.24 0.03 -1.82
O 1.45 0.78 -2.67
O 1.84 0.11 -0.61
C 1.70 1.39 0.03
C 0.76 1.38 1.24
C 0.71 2.85 1.75
S -0.87 3.71 1.41
H -1.17 -2.75 0.97
H -2.84 -2.73 0.47
H -1.79 -4.13 0.10
H -2.31 -1.78 -1.46
H -0.76 -0.50 -0.44
H 0.37 -1.90 -0.16
H 2.69 1.65 0.40
H 1.38 2.19 -0.64
H -0.25 1.05 1.00
H 1.18 0.80 2.06
H 1.48 3.42 1.23
H 0.95 2.92 2.81
H -1.59 2.88 0.63
```


Record 2
Formula: C28H52F15O11P3SbSi
Source: the Open Molecules 2025 dataset
Level of theory: the ωB97M-V functional and the def2-TZVPD basis

Its charge is -1. The relative energy (zero: lowest compared OMol25 entry of this formula, charge and spin) comes out at 46.3 kJ/mol.

```
111
C28H52F15O11P3SbSi, DFT the ωB97M-V functional and the def2-TZVPD basis
C -5.89 1.76 3.18
C -4.69 2.11 4.12
P -3.06 1.47 3.48
C -3.01 2.18 1.77
Sb -3.37 -1.06 3.41
P -3.94 -3.61 3.53
O -5.00 -3.85 4.58
P -1.42 -1.38 1.75
C -1.23 -3.22 1.51
C -1.98 -0.87 0.06
Si -1.78 -1.24 5.45
C -1.01 -2.96 5.69
C -2.69 -0.79 7.05
C -0.30 -0.04 5.36
H -6.39 2.66 2.83
H -5.57 1.20 2.30
H -6.61 1.13 3.70
H -4.64 3.20 4.19
H -4.90 1.65 5.09
H -3.43 3.19 1.78
H -1.98 2.26 1.43
H -3.62 1.60 1.08
H -4.48 -0.94 2.01
H -4.77 -0.86 4.47
H -2.81 -4.43 3.85
H -4.44 -4.10 2.28
H -0.94 -3.71 2.43
H -0.42 -3.38 0.79
H -2.12 -3.68 1.07
H -2.13 0.20 -0.01
H -2.87 -1.43 -0.26
H -1.18 -1.13 -0.63
H -1.72 -3.69 6.07
H -0.17 -2.90 6.40
H -0.57 -3.28 4.75
H -3.12 0.21 7.02
H -1.94 -0.78 7.85
H -3.43 -1.54 7.33
H -0.61 0.99 5.25
H 0.32 -0.35 4.51
H 0.30 -0.20 6.27
C 3.26 -2.83 -4.82
C 3.08 -3.89 -3.76
O 3.14 -3.31 -2.44
C 2.01 -2.77 -2.00
O 0.97 -2.71 -2.59
C 2.20 -2.23 -0.57
F 3.36 -1.58 -0.44
F 2.21 -3.26 0.30
F 1.21 -1.41 -0.25
H 4.19 -2.28 -4.66
H 3.29 -3.29 -5.81
H 2.45 -2.10 -4.80
H 3.89 -4.60 -3.80
H 2.15 -4.43 -3.89
C 7.11 -4.37 -9.33
C 6.26 -5.62 -9.42
O 6.16 -6.28 -8.15
C 5.25 -5.80 -7.32
O 4.51 -4.88 -7.52
C 5.23 -6.63 -6.02
F 6.47 -6.88 -5.58
F 4.61 -7.79 -6.23
F 4.58 -5.97 -5.06
H 8.09 -4.61 -8.92
H 7.24 -3.93 -10.32
H 6.65 -3.63 -8.68
H 6.71 -6.35 -10.09
H 5.26 -5.40 -9.80
C -0.40 1.04 -7.72
C 0.09 -0.33 -8.12
O 1.42 -0.27 -8.70
C 2.42 -0.24 -7.83
O 2.33 -0.25 -6.64
C 3.76 -0.23 -8.59
F 3.74 0.63 -9.62
F 4.03 -1.45 -9.07
F 4.75 0.13 -7.78
H -0.36 1.72 -8.57
H -1.42 0.98 -7.36
H 0.22 1.46 -6.93
H -0.54 -0.76 -8.90
H 0.09 -1.02 -7.28
C -1.46 4.33 6.14
C -1.84 3.31 7.19
O -1.81 3.88 8.52
C -2.89 4.56 8.89
O -3.88 4.75 8.26
C -2.70 5.06 10.34
F -1.48 5.57 10.53
F -2.87 4.04 11.20
F -3.60 6.00 10.63
H -0.49 4.78 6.37
H -1.42 3.85 5.17
H -2.20 5.14 6.10
H -1.12 2.49 7.22
H -2.82 2.88 6.99
C -0.14 7.27 -1.26
C 1.04 6.71 -0.48
O 0.69 6.47 0.89
C 0.06 5.32 1.13
O -0.23 4.49 0.33
C -0.21 5.18 2.64
F -0.67 6.33 3.16
F 0.93 4.86 3.28
F -1.10 4.23 2.87
H -0.52 8.17 -0.77
H 0.17 7.52 -2.27
H -0.95 6.55 -1.31
H 1.86 7.43 -0.45
H 1.41 5.79 -0.93
```


Record 3
Formula: C11H11Br12N2O2S
Source: the Open Molecules 2025 dataset
Level of theory: the ωB97M-V functional and the def2-TZVPD basis

Its charge is -1.

```
39
C11H11Br12N2O2S, DFT the ωB97M-V functional and the def2-TZVPD basis
O 4.39 -1.22 2.14
C 3.91 -1.27 0.99
O 3.81 -2.28 0.28
C 3.42 0.03 0.34
N 2.38 0.74 1.09
S 2.96 1.34 2.61
C 1.16 0.00 1.17
C 0.17 0.25 0.25
C -0.97 -0.54 0.39
C -1.06 -1.43 1.41
N -0.12 -1.69 2.33
C 0.96 -0.96 2.15
H 2.97 -0.25 -0.61
H 4.24 0.69 0.09
H 2.06 2.33 2.77
H 0.27 0.99 -0.53
H -1.81 -0.45 -0.30
H -1.98 -1.99 1.51
H 1.79 -1.14 2.82
C -4.33 0.24 -2.75
Br -5.41 0.65 -1.22
Br -2.46 0.20 -2.31
Br -4.89 -1.39 -3.61
H -4.47 1.04 -3.46
C -2.42 3.25 2.08
Br -3.91 2.51 3.07
Br -0.92 2.05 2.04
Br -2.91 3.79 0.29
H -2.13 4.15 2.59
C 2.45 -5.89 1.06
Br 1.53 -7.47 0.41
Br 3.82 -5.31 -0.15
Br 1.22 -4.48 1.48
H 2.94 -6.17 1.98
C -1.34 4.02 -4.56
Br -2.64 4.44 -3.19
Br 0.43 3.85 -3.81
Br -1.82 2.50 -5.62
H -1.31 4.87 -5.23
```


HOMO energy, respectively: -0.3459, -0.1267, -0.1663 Ha.